84
Properties=species:S:1:pos:R:3 method="wB97M-V/def2-TZVPD" fmax_ev_per_a=8.92 smiles="CCOCCc1cc(C[C@@H](O)C(F)(F)F)cc2c1C(=O)NC2=O.CCOS(C)(=O)=O.CCOS(C)(=O)=O.CCOS(C)(=O)=O" total_energy_ev=-94287.583 e_homo_ev=-9.40 total_charge=0
H -3.33 -7.56 0.51
H -4.66 3.87 -2.16
O -4.64 2.77 -0.32
H -5.04 -10.80 4.79
H -6.02 1.64 -2.51
H 3.56 4.21 -1.04
H -5.31 -9.08 5.18
C 0.43 -1.84 -1.58
H 0.09 4.53 0.33
F -2.22 4.40 -1.43
O 2.07 4.92 3.22
C -2.16 -1.68 -2.04
C -2.96 -7.06 2.58
C -5.11 -9.80 4.38
H -2.13 -7.03 3.29
C 4.42 5.25 3.72
H 7.32 2.78 -2.32
C 3.13 4.52 4.07
H -4.54 1.77 -3.79
H -2.37 0.25 -3.65
O 1.47 -1.02 -2.23
H 5.19 5.03 4.47
H -5.90 -9.76 3.62
C -2.58 3.00 -1.86
H 3.27 3.43 4.03
H 8.27 5.64 -2.96
H -0.36 4.31 2.05
C -4.93 -0.46 -0.70
C -4.24 -1.80 -0.06
O 2.88 5.05 0.86
H 0.85 -2.83 -1.09
H -3.39 -6.06 2.54
F -2.03 2.77 -3.22
H 2.73 4.73 -2.54
C 0.32 4.82 1.36
C -4.21 0.24 -2.00
S 1.98 4.31 1.72
C -2.46 -3.70 0.16
H 3.45 -0.87 -1.39
H 7.77 4.43 -4.14
H 0.94 1.25 -0.74
C -2.82 -0.32 -2.73
O -5.71 -2.70 2.00
O -1.52 -4.63 -0.01
O -3.35 -10.30 2.50
H -0.89 -3.44 -2.76
H 2.63 1.34 0.12
H 3.86 5.85 -1.72
S -3.56 -9.40 3.61
H 7.98 3.91 -1.14
F -1.82 2.09 -0.93
H -1.95 -8.40 1.21
C -4.62 -2.74 1.23
H 4.79 4.94 2.74
O 5.14 5.00 -4.10
C 7.44 3.85 -2.09
H 2.03 -1.12 -0.12
C -0.76 -2.28 -2.67
C 2.11 1.04 -0.89
H -0.58 -1.79 -3.72
H -0.07 -1.15 -0.74
H -4.13 2.07 0.18
H 2.51 1.65 -1.81
H -2.97 -3.27 2.26
C -4.21 2.87 -1.73
C -2.87 -2.39 -0.75
C 8.23 4.56 -3.16
N -3.39 -3.65 1.37
O 2.01 2.86 1.80
H 9.25 4.17 -3.22
H 4.25 6.33 3.68
C -2.48 -7.45 1.19
O -2.57 -9.23 4.66
H 0.25 5.90 1.47
O 4.80 2.72 -3.04
C -4.85 1.64 -2.66
H -1.80 -6.69 0.79
O 6.18 4.46 -1.88
H -5.92 -0.07 -0.19
H 2.84 4.77 5.09
O -3.98 -7.94 3.04
C 3.64 4.80 -1.95
S 4.97 4.15 -2.93
C 2.35 -0.58 -1.12